Computed, not measured: a 3-piece molecular cluster, C12H19N3 overall in a non-equilibrium geometry, with ωB97M-V/def2-TZVPD.

The geometry in ORCA input format:
```
! wB97M-V def2-TZVPD RIJCOSX def2/J DEFGRID3
* xyz 1 2
C 0.46256 -1.32582 1.52867
C 0.47562 -0.85160 3.04058
C -0.58506 0.15367 3.51016
C -1.97024 -0.42783 3.48639
N -3.06166 -0.80408 3.54947
H 0.50087 -0.39361 0.96509
H -0.41782 -1.88359 1.20939
H 1.29961 -1.98582 1.30096
H 1.47592 -0.55460 3.35568
H 0.35206 -1.70599 3.70605
H -0.55991 1.03457 2.86869
H -0.58112 0.52549 4.53477
C -1.94312 0.45334 -0.41234
C -2.19071 2.01154 0.01691
C -1.00478 3.00146 -0.41072
C 0.29633 2.53344 0.10977
N 1.29901 2.26792 0.55204
H -2.88735 0.00510 -0.72155
H -1.65338 -0.18346 0.42350
H -1.24662 0.30816 -1.23812
H -2.56625 1.99331 1.04001
H -3.10941 2.31751 -0.48355
H -1.28692 4.05408 -0.38863
H -0.83010 2.98445 -1.48650
N 2.09792 -1.79663 -4.04260
C 3.03793 -1.97579 -3.09908
C 2.43820 -1.37458 -1.95775
C 1.21240 -0.77782 -2.22205
C 1.06338 -1.04594 -3.55500
H 2.20571 -1.87852 -5.04348
H 4.02163 -2.39345 -3.25500
H 2.96845 -1.23302 -1.02760
H 0.46450 -0.23650 -1.66169
H 0.22249 -0.81554 -4.19236
*
```

Summary:
- E_tot: -632.53757 hartree
- HOMO energy (alpha / beta): -0.4955 / -0.4955 hartree
- Frontier orbital gap (alpha / beta): 9.750 / 5.636 eV